Entry 1:
C8H11NO5S | ωB97M-V/def2-TZVPD

Last column: Löwdin charge in e.
Positions of all 26 atoms, in Å:
C (2.237, 0.598, -1.501)  -0.065
S (2.105, 0.356, 0.388)  0.669
O (2.705, -0.914, 0.712)  -0.307
O (2.587, 1.477, 1.038)  -0.255
C (0.313, 0.041, 0.907)  -0.336
N (0.474, 0.285, 2.338)  -0.384
O (0.842, -0.667, 2.972)  0.119
O (0.267, 1.418, 2.782)  0.091
C (-0.023, -1.386, 0.437)  -0.155
C (-1.455, -1.672, -0.031)  -0.110
C (-1.777, -0.667, -1.155)  -0.131
C (-2.669, 0.484, -0.931)  -0.354
O (-3.707, 0.834, -0.424)  0.132
C (-1.285, 0.817, -1.004)  -0.179
C (-0.674, 1.144, 0.308)  -0.073
H (2.893, -0.144, -1.917)  0.048
H (1.355, 0.733, -2.150)  0.061
H (2.930, 1.471, -1.311)  0.071
H (0.231, -2.032, 1.260)  0.110
H (0.658, -1.845, -0.302)  0.128
H (-1.609, -2.696, -0.472)  0.136
H (-2.093, -1.377, 0.909)  0.163
H (-1.819, -1.147, -2.165)  0.155
H (-1.074, 1.380, -1.939)  0.162
H (0.074, 2.046, 0.224)  0.152
H (-1.486, 1.463, 1.026)  0.151

The calculation puts the total energy at -1140.33875 Eh. The value obtained for the HOMO energy is -9.6 eV. The value obtained for the energy above the lowest of the compared OMol25 structures with the same formula, charge and spin is 581.5 kJ/mol. The SMILES is CS(=O)(=O)[C@]1([N+](=O)[O-])CC[C@H]2C(=O)[C@H]2C1.

Entry 2:
C45H55AuBrN2P | ωB97M-V/def2-TZVPD

Last column: Löwdin charge in e.
Positions of all 105 atoms, in Å:
Au (-1.000, 0.330, 0.408)  0.783
C (0.198, -3.801, 3.326)  -0.037
C (1.461, -3.110, 2.809)  -0.355
C (2.530, -4.151, 2.419)  -0.023
C (1.231, -2.205, 1.629)  -0.146
C (0.369, -2.682, 0.547)  -0.106
C (0.449, -1.443, -1.344)  -0.213
C (-0.042, -1.464, -2.840)  -0.277
C (-1.514, -1.029, -3.037)  -0.039
C (0.814, -0.826, -3.941)  -0.042
C (1.212, -0.165, -0.782)  -0.035
C (1.993, -0.145, 0.427)  -0.087
C (1.971, -1.080, 1.496)  -0.022
C (3.128, 0.874, 0.624)  -0.346
C (4.439, 0.186, 0.182)  -0.022
C (3.341, 1.392, 2.059)  -0.057
C (1.501, 1.017, -1.683)  -0.233
C (2.658, 0.903, -2.457)  -0.078
C (3.127, 1.951, -3.224)  -0.021
C (2.438, 3.157, -3.236)  -0.027
C (1.288, 3.285, -2.481)  -0.079
C (0.805, 2.232, -1.692)  -0.292
P (-0.755, 2.454, -0.778)  1.101
C (-0.505, 3.785, 0.539)  -0.673
C (0.073, 5.122, 0.056)  -0.066
C (-1.842, 3.995, 1.257)  -0.085
C (0.508, 3.223, 1.536)  -0.111
C (-2.054, 2.994, -2.047)  -0.649
C (-1.703, 2.387, -3.409)  -0.076
C (-2.194, 4.508, -2.230)  -0.074
C (-3.403, 2.423, -1.583)  -0.130
H (0.405, -4.248, 4.300)  0.099
H (-0.125, -4.613, 2.667)  0.088
H (-0.633, -3.101, 3.448)  0.059
H (1.874, -2.494, 3.613)  0.141
H (2.164, -4.797, 1.613)  0.090
H (2.756, -4.785, 3.278)  0.097
H (3.456, -3.674, 2.092)  0.088
H (-0.086, -3.622, 0.839)  0.138
H (-0.004, -2.516, -3.082)  0.114
H (-1.852, -0.310, -2.283)  0.034
H (-2.201, -1.872, -3.017)  0.088
H (-1.630, -0.561, -4.015)  0.088
H (0.770, 0.263, -3.963)  0.072
H (0.418, -1.185, -4.893)  0.100
H (1.860, -1.139, -3.896)  0.087
H (2.633, -0.852, 2.323)  0.121
H (2.970, 1.731, -0.020)  0.115
H (4.657, -0.668, 0.832)  0.092
H (5.265, 0.895, 0.271)  0.103
H (4.411, -0.172, -0.848)  0.068
H (3.913, 0.691, 2.674)  0.090
H (2.417, 1.630, 2.583)  0.053
H (3.926, 2.311, 2.011)  0.103
H (3.197, -0.037, -2.464)  0.118
H (4.026, 1.826, -3.813)  0.127
H (2.789, 3.987, -3.837)  0.124
H (0.745, 4.218, -2.513)  0.098
H (-0.565, 5.654, -0.641)  0.066
H (1.063, 4.999, -0.383)  0.080
H (0.195, 5.765, 0.933)  0.102
H (-2.586, 4.491, 0.635)  0.072
H (-1.672, 4.630, 2.132)  0.101
H (-2.262, 3.048, 1.614)  0.068
H (1.479, 3.077, 1.058)  0.071
H (0.172, 2.276, 1.965)  0.030
H (0.641, 3.933, 2.358)  0.111
H (-0.844, 2.875, -3.868)  0.083
H (-2.560, 2.523, -4.077)  0.110
H (-1.499, 1.322, -3.342)  0.035
H (-1.276, 4.987, -2.564)  0.073
H (-2.562, 5.019, -1.342)  0.074
H (-2.935, 4.662, -3.019)  0.103
H (-3.451, 1.348, -1.765)  0.009
H (-4.207, 2.893, -2.158)  0.102
H (-3.605, 2.606, -0.525)  0.061
Br (-3.656, -0.526, 0.151)  0.952
C (-3.155, -2.303, -0.332)  -0.546
C (-4.242, -3.153, -0.477)  -0.107
C (-4.035, -4.435, -0.939)  -0.028
C (-2.750, -4.814, -1.282)  0.000
C (-1.655, -3.965, -1.133)  -0.137
C (-0.370, -4.530, -1.613)  -0.016
C (0.851, -4.019, -1.530)  -0.024
C (1.182, -2.747, -0.825)  -0.105
C (-0.611, -1.817, -0.280)  -0.095
C (-1.843, -2.655, -0.612)  -0.174
H (-5.240, -2.798, -0.249)  0.111
H (-4.868, -5.118, -1.050)  0.128
H (-2.576, -5.800, -1.699)  0.129
H (-0.476, -5.474, -2.138)  0.126
H (1.671, -4.555, -1.993)  0.132
H (2.257, -2.630, -0.682)  0.162
N (1.633, 0.808, 6.303)  0.201
C (0.738, 0.395, 5.709)  -0.154
C (-0.340, -0.109, 4.895)  -0.178
C (-1.443, -0.773, 5.421)  0.031
C (-2.401, -1.242, 4.541)  -0.017
C (-2.232, -1.036, 3.183)  -0.142
N (-1.176, -0.386, 2.671)  0.009
C (-0.253, 0.068, 3.523)  -0.091
H (-1.540, -0.915, 6.490)  0.142
H (-3.273, -1.772, 4.899)  0.128
H (-2.965, -1.406, 2.479)  0.051
H (0.600, 0.579, 3.108)  0.086

The calculation puts the total energy at -4907.67642 Eh. The value obtained for the HOMO energy (alpha / beta) is -13.5 / -13.5 eV. The value obtained for the energy above the lowest of the compared OMol25 structures with the same formula, charge and spin is 214.3 kJ/mol. As for the net charge: +2.

Entry 3:
C5H8Ag5Br4O3 | ωB97M-V/def2-TZVPD

Last column: Löwdin charge in e.
Positions of all 25 atoms, in Å:
Ag (-1.736, -11.085, 0.081)  0.719
Ag (0.072, -15.850, 2.530)  0.887
Ag (1.300, -13.011, 3.484)  0.609
Ag (-1.993, -11.540, 3.522)  0.895
Ag (-3.144, -14.291, 1.373)  0.886
C (-0.179, -13.025, 1.096)  -1.099
O (-1.239, -13.253, 0.427)  -0.240
O (-0.186, -12.022, 1.786)  -0.183
O (0.656, -13.915, 1.248)  -0.112
Br (3.267, -11.400, 2.390)  0.664
C (4.356, -12.712, 1.338)  -0.555
C (4.233, -14.276, 1.649)  -0.515
Br (4.248, -14.461, 3.676)  0.579
H (5.390, -12.383, 1.438)  0.070
H (4.120, -12.667, 0.274)  0.070
H (4.940, -14.978, 1.206)  0.080
H (3.273, -14.736, 1.417)  0.009
Br (-0.094, -15.623, -3.993)  0.671
C (-0.651, -14.056, -2.876)  -0.696
C (-1.771, -13.306, -3.635)  -0.627
Br (-2.029, -11.549, -2.799)  0.689
H (0.098, -13.410, -2.420)  0.049
H (-1.159, -14.321, -1.949)  0.015
H (-2.673, -13.900, -3.780)  0.081
H (-1.276, -13.098, -4.583)  0.056

The calculation puts the total energy at -11450.72437 Eh. The value obtained for the HOMO energy is -17.0 eV. The value obtained for the energy above the lowest of the compared OMol25 structures with the same formula, charge and spin is 239.0 kJ/mol. As for the net charge: +3.

Entry 4:
H80O40 | ωB97M-V/def2-TZVPD

Last column: Löwdin charge in e.
Positions of all 120 atoms, in Å:
H (5.723, 3.161, 0.079)  -0.016
H (5.822, 2.340, 1.312)  0.025
O (6.259, 2.469, 0.462)  -0.058
H (-1.418, 2.492, 4.557)  0.026
H (-2.468, 2.958, 3.732)  -0.013
O (-1.559, 3.239, 3.952)  -0.107
H (3.701, 5.465, 0.373)  0.043
H (4.392, 4.702, -0.918)  0.069
O (4.040, 4.631, 0.045)  -0.101
H (-3.029, -3.024, 3.397)  0.067
H (-1.961, -3.546, 2.374)  0.031
O (-2.904, -3.377, 2.516)  -0.032
H (-2.262, -4.313, -3.153)  0.057
H (-2.723, -2.779, -3.457)  0.021
O (-2.030, -3.387, -3.182)  -0.036
H (-1.599, 3.275, -1.263)  0.017
O (-1.579, 3.134, -0.312)  -0.041
H (2.564, 4.317, 3.311)  0.002
O (2.407, 4.887, 4.061)  -0.048
H (2.947, -3.853, -3.841)  0.060
H (1.568, -4.500, -3.446)  0.063
O (2.209, -3.802, -3.192)  -0.094
H (1.350, 3.470, 2.824)  -0.014
H (1.042, 2.184, 2.256)  0.050
O (1.317, 3.072, 1.959)  -0.039
H (-5.903, -2.895, -0.009)  0.036
H (-4.694, -3.928, 0.165)  -0.045
O (-5.599, -3.732, 0.355)  -0.020
H (1.132, 1.713, 5.590)  0.035
H (2.725, 2.346, 5.467)  0.051
O (1.809, 2.268, 5.217)  -0.035
H (0.007, 3.135, -5.576)  0.062
O (-0.457, 2.306, -5.730)  -0.036
H (2.934, 3.564, -1.602)  -0.003
H (4.177, 3.605, -2.489)  0.045
O (3.349, 4.075, -2.345)  -0.099
H (1.828, 2.599, 0.022)  0.018
H (2.916, 1.525, -0.424)  0.048
O (2.322, 2.223, -0.711)  -0.031
H (2.807, -4.097, -1.061)  0.027
H (2.101, -2.828, -1.436)  0.021
O (2.342, -3.354, -0.657)  -0.075
H (-2.946, 0.735, 4.416)  0.015
H (-3.853, 1.571, 5.297)  0.054
O (-2.971, 1.184, 5.269)  -0.048
H (0.529, -0.607, 1.559)  0.054
H (-0.314, 0.246, 0.752)  0.043
O (-0.281, -0.079, 1.668)  -0.043
H (-3.012, -0.516, -0.684)  0.000
H (-2.721, 0.436, 0.251)  0.024
O (-2.807, 0.449, -0.718)  -0.078
H (3.747, 0.088, 2.353)  -0.007
O (4.455, 0.391, 2.927)  -0.070
H (0.023, -1.078, 5.846)  0.017
H (-1.077, -1.413, 6.356)  0.042
O (-0.197, -1.295, 6.794)  -0.092
H (2.368, -2.023, 3.792)  0.054
O (1.711, -1.322, 3.866)  -0.039
H (-1.701, 4.989, 2.430)  0.021
H (-2.724, 4.951, 3.780)  0.018
O (-2.430, 5.301, 2.951)  -0.061
H (-0.126, -5.636, 2.203)  0.058
H (0.809, -4.454, 1.887)  0.041
O (0.101, -4.736, 2.482)  -0.063
H (-1.185, -4.254, 0.731)  0.018
H (-0.063, -3.424, -0.118)  0.047
O (-0.673, -3.457, 0.638)  -0.088
H (1.556, 0.732, -5.764)  -0.014
H (2.097, 2.212, -5.696)  0.023
O (2.346, 1.290, -5.655)  -0.052
H (3.737, -0.977, -5.196)  0.024
H (4.402, -1.176, -3.759)  0.035
O (4.004, -1.600, -4.518)  -0.043
H (4.893, -1.225, 0.440)  0.001
H (3.328, -1.053, 0.432)  0.037
O (4.171, -0.590, 0.409)  -0.055
H (-5.599, -0.805, 2.322)  0.039
H (-5.146, -0.716, 0.777)  0.007
O (-5.871, -0.820, 1.404)  -0.044
H (-3.388, 2.687, -2.547)  0.022
H (-3.086, 1.604, -3.814)  0.023
O (-3.298, 2.465, -3.470)  -0.042
H (-3.937, -4.907, 0.143)  -0.011
H (-3.081, -4.806, -1.010)  0.045
O (-3.097, -5.253, -0.148)  -0.014
H (5.651, -3.702, -0.450)  0.063
H (6.112, -2.258, -0.645)  0.061
O (5.654, -2.835, -0.014)  -0.054
H (-4.349, -1.150, -2.495)  0.045
O (-4.381, -1.578, -3.373)  -0.042
H (0.729, 3.383, -2.660)  0.028
H (-0.011, 4.591, -2.756)  0.057
O (-0.062, 3.699, -3.126)  -0.049
H (5.241, 0.021, 2.511)  0.028
H (-0.886, 3.358, 0.307)  0.026
H (2.066, -0.732, 4.543)  0.039
H (1.558, 4.716, 4.487)  0.040
H (-1.402, 2.486, -5.715)  0.070
H (-5.333, -1.709, -3.434)  0.057
O (0.108, -3.268, -4.552)  -0.082
H (-0.489, -2.831, -3.924)  0.004
H (0.697, -2.843, -5.168)  0.031
O (-0.537, -1.324, -0.936)  -0.040
H (-0.333, -0.918, -1.785)  0.021
H (-1.246, -0.841, -0.512)  -0.022
O (0.519, 0.455, -3.052)  -0.053
H (0.328, -0.382, -3.487)  0.009
H (0.524, 1.018, -3.837)  -0.001
O (-3.448, 2.649, 2.246)  -0.065
H (-3.975, 3.455, 2.122)  0.064
H (-3.285, 2.431, 1.306)  0.039
O (-3.050, -1.800, 0.547)  -0.131
H (-3.117, -2.499, 1.237)  -0.020
H (-2.245, -2.299, 0.154)  0.065
O (0.097, -0.280, -5.498)  -0.080
H (-0.275, 0.607, -5.689)  0.016
H (-0.346, -0.940, -6.037)  0.068
O (-1.784, -1.252, 3.581)  -0.082
H (-0.913, -1.274, 3.126)  0.026
H (-2.117, -1.006, 2.683)  0.037

The calculation puts the total energy at -3057.38630 Eh. The value obtained for the HOMO energy is -10.7 eV. The value obtained for the energy above the lowest of the compared OMol25 structures with the same formula, charge and spin is 974.2 kJ/mol.

Entry 5:
C18H33N3O2 | ωB97M-V/def2-TZVPD

Last column: Löwdin charge in e.
Positions of all 56 atoms, in Å:
N (-1.065, -2.880, -1.815)  -0.006
C (-0.433, -1.871, -2.654)  -0.294
C (0.900, -1.456, -2.031)  -0.203
C (1.581, -0.305, -2.773)  -0.189
C (0.939, 1.064, -2.531)  -0.133
C (1.264, 1.642, -1.141)  -0.261
C (2.611, 2.373, -1.138)  -0.117
N (2.497, 3.535, -1.984)  0.080
C (1.344, 4.230, -2.133)  -0.404
O (1.218, 5.109, -2.954)  0.099
C (0.241, 3.861, -1.136)  -0.355
O (-0.563, 4.688, -0.762)  0.099
N (0.259, 2.583, -0.687)  -0.017
C (-0.714, 2.157, 0.301)  -0.132
C (-1.793, 1.240, -0.280)  -0.159
C (-2.723, 0.669, 0.801)  -0.184
C (-2.427, -0.797, 1.129)  -0.172
C (-1.049, -1.062, 1.743)  -0.344
C (-0.741, -2.561, 1.712)  -0.176
C (0.644, -2.844, 2.286)  -0.203
C (0.751, -2.320, 3.715)  -0.210
C (0.441, -0.827, 3.756)  -0.201
C (-0.945, -0.550, 3.180)  -0.169
H (-0.494, -3.719, -1.792)  0.075
H (-1.970, -3.137, -2.192)  0.075
H (-0.259, -2.211, -3.689)  0.114
H (-1.114, -1.017, -2.698)  0.101
H (0.722, -1.196, -0.988)  0.088
H (1.565, -2.324, -2.038)  0.114
H (2.631, -0.264, -2.476)  0.106
H (1.555, -0.518, -3.844)  0.113
H (1.281, 1.765, -3.295)  0.120
H (-0.142, 0.985, -2.637)  0.106
H (1.301, 0.828, -0.411)  0.142
H (3.402, 1.725, -1.520)  0.124
H (2.869, 2.667, -0.111)  0.130
H (3.275, 3.807, -2.567)  0.154
H (-1.178, 3.065, 0.691)  0.129
H (-0.183, 1.656, 1.116)  0.120
H (-2.366, 1.818, -1.006)  0.122
H (-1.324, 0.408, -0.806)  0.084
H (-3.755, 0.727, 0.452)  0.109
H (-2.657, 1.279, 1.703)  0.104
H (-2.504, -1.378, 0.207)  0.102
H (-3.193, -1.165, 1.815)  0.119
H (-0.290, -0.558, 1.138)  0.113
H (-0.800, -2.917, 0.682)  0.083
H (-1.492, -3.095, 2.299)  0.124
H (0.841, -3.918, 2.269)  0.107
H (1.402, -2.359, 1.665)  0.108
H (1.754, -2.504, 4.108)  0.106
H (0.040, -2.853, 4.349)  0.113
H (0.494, -0.464, 4.785)  0.108
H (1.193, -0.285, 3.174)  0.110
H (-1.147, 0.522, 3.217)  0.105
H (-1.697, -1.051, 3.794)  0.124

The calculation puts the total energy at -1020.46927 Eh. The value obtained for the HOMO energy is -9.3 eV. The value obtained for the energy above the lowest of the compared OMol25 structures with the same formula, charge and spin is 6.7 kJ/mol. The SMILES is NCCCC[C@H]1CNC(=O)C(=O)N1CCCCC1CCCCC1.

Entry 6:
C9H30ClN4O5Zr | ωB97M-V/def2-TZVPD

Last column: Löwdin charge in e.
Positions of all 50 atoms, in Å:
Zr (-2.639, -0.329, -2.862)  2.010
Cl (-0.158, -0.418, -1.904)  0.204
C (-0.875, 1.963, -4.721)  -0.538
O (-1.717, 1.242, -4.094)  -0.217
N (-1.066, 2.717, -5.814)  0.244
N (0.424, 1.811, -4.483)  0.224
H (-1.998, 2.771, -6.203)  0.149
H (-0.404, 3.438, -6.052)  0.152
H (0.781, 1.193, -3.768)  0.072
H (1.111, 2.406, -4.917)  0.151
C (0.271, -4.172, 0.037)  -0.022
C (1.289, -3.101, 0.589)  -0.412
C (0.904, -2.624, 1.984)  -0.213
O (1.657, -1.536, 2.475)  -0.164
C (1.317, -1.231, 3.817)  -0.095
N (2.607, -3.552, 0.238)  0.149
H (0.642, -5.163, 0.291)  0.091
H (0.130, -4.115, -1.042)  0.073
H (-0.698, -3.959, 0.489)  0.072
H (1.087, -2.126, 0.102)  0.104
H (1.044, -3.504, 2.628)  0.154
H (-0.165, -2.392, 2.013)  0.120
H (0.354, -0.774, 4.054)  0.087
H (2.110, -0.552, 4.139)  0.104
H (1.506, -2.031, 4.537)  0.105
H (3.144, -3.084, 0.971)  0.113
H (2.573, -4.554, 0.402)  0.106
C (-2.110, 1.841, 2.868)  -0.030
C (-1.103, 1.855, 1.689)  -0.374
C (0.241, 2.498, 2.115)  -0.181
O (1.024, 2.680, 0.940)  -0.205
C (2.132, 3.548, 1.101)  -0.093
N (-0.864, 0.473, 1.293)  0.033
H (-2.467, 2.824, 3.178)  0.092
H (-1.577, 1.454, 3.737)  0.087
H (-3.057, 1.350, 2.642)  0.075
H (-1.427, 2.393, 0.797)  0.139
H (0.818, 1.947, 2.862)  0.134
H (-0.018, 3.473, 2.538)  0.137
H (2.886, 3.067, 1.731)  0.095
H (1.965, 4.531, 1.546)  0.098
H (2.578, 3.700, 0.120)  0.089
H (-0.135, 0.335, 0.596)  0.025
H (-0.436, -0.107, 2.012)  0.071
O (-1.435, -1.206, -4.619)  -0.141
H (-1.587, -1.829, -5.350)  0.140
H (-0.478, -1.047, -4.620)  0.082
O (-2.721, -0.679, -0.428)  -0.212
H (-2.063, -0.301, 0.241)  0.016
H (-3.397, -1.123, 0.108)  0.101

The calculation puts the total energy at -1462.24079 Eh. The value obtained for the HOMO energy is -16.6 eV. As for the net charge: +3.